# 1
88
Properties=species:S:1:pos:R:3:forces:R:3:lowdin_spin:R:1 method="wB97M-V/def2-TZVPD" homo_ev="-11.6 / -11.5" largest_force_ev_per_a=1.1 spin_multiplicity=3 energy_ev=-50666.3173 charge=+1 s2=2.034
Au -0.2969 -0.0435 -0.1541 0.7841 0.1110 0.1191 0.539
C 0.8616 -2.3331 -1.6902 0.0684 -0.0232 0.1414 0.033
C 2.2814 -1.7838 -1.8018 -0.0988 0.1486 -0.0368 0.002
C 2.5522 -1.2737 -3.2246 -0.0339 0.0105 0.0264 0.000
C 2.6177 -0.7106 -0.7989 0.0589 0.0179 -0.1086 0.016
C 3.8717 -0.1682 -0.5415 0.0825 -0.0016 -0.0332 0.006
C 3.6908 0.8307 0.4036 0.0265 -0.0336 -0.0104 0.000
C 4.7864 1.7683 0.8441 -0.1112 -0.0167 0.1180 0.001
C 4.5187 3.2007 0.3777 0.0105 -0.0041 -0.0509 0.000
C 5.1370 1.7182 2.3321 0.0032 0.0099 -0.0187 0.000
N 2.3810 0.8591 0.7382 -0.0508 -0.0046 -0.0731 0.005
N 1.7406 -0.0713 -0.0265 -0.0153 -0.0653 0.1220 0.126
B 1.5628 1.7298 1.7789 -0.0028 -0.0260 0.0731 0.000
N 0.6810 2.7013 0.9332 -0.0818 -0.2814 0.1524 0.007
N -0.0684 2.2100 -0.0910 -0.0185 0.2787 -0.1642 0.107
C -0.5638 3.2341 -0.7770 0.0741 0.0666 0.0210 0.005
C -0.1349 4.4269 -0.1795 -0.1497 0.0749 -0.1442 0.003
C 0.6452 4.0540 0.8979 0.0938 -0.0526 0.0328 0.000
C 1.3020 4.9350 1.9239 -0.1013 0.0133 -0.0109 0.000
C 1.4107 6.3757 1.4308 0.0074 0.0045 -0.0179 0.000
C 0.5189 4.8614 3.2375 -0.0235 0.0553 -0.0328 0.000
C -1.4117 3.0485 -2.0014 0.0035 0.1350 0.0673 0.000
C -0.7319 3.6558 -3.2320 -0.0027 0.0121 0.0066 0.000
C -2.8062 3.6489 -1.7944 -0.0420 -0.0433 -0.0267 0.001
N 0.7239 0.7695 2.7095 0.1114 0.1536 -0.0533 0.005
N -0.1138 -0.1437 2.1188 0.0186 -0.0095 0.2590 0.078
C -0.5814 -0.9530 3.0591 -0.0762 -0.0640 0.0553 0.004
C -0.0553 -0.5707 4.2885 -0.1343 -0.1050 0.0948 0.002
C 0.7521 0.5242 4.0551 0.0195 0.1427 -0.1263 0.001
C 1.3671 1.2689 5.2312 -0.0311 0.1090 -0.1700 0.001
C 0.3014 2.1231 5.9381 0.0248 -0.0403 -0.0207 0.000
C 2.6601 2.0469 5.0306 -0.0255 0.0254 -0.0041 0.000
C -1.5795 -2.0573 2.8337 0.0244 0.0744 -0.1755 0.000
C -3.0070 -1.4987 2.8772 -0.0150 -0.0081 -0.0565 -0.001
C -1.3401 -2.8764 1.5653 0.0606 -0.0238 0.0356 0.004
H 0.7185 -3.1488 -2.3998 -0.0136 0.0260 0.0063 0.003
H 0.1208 -1.5620 -1.9612 0.0230 -0.0673 -0.0539 0.016
H 0.6433 -2.7204 -0.6902 0.0276 0.0482 -0.1068 0.002
H 2.9708 -2.6050 -1.5995 0.0451 -0.0655 0.0064 0.000
H 1.8877 -0.4359 -3.4602 0.0520 -0.0625 0.0069 0.000
H 2.3755 -2.0687 -3.9529 0.0086 0.0614 0.0553 0.000
H 3.5813 -0.9303 -3.3375 -0.0576 -0.0121 0.0117 0.000
H 4.8074 -0.4568 -0.9981 -0.0959 0.0547 0.0550 0.001
H 5.6553 1.4104 0.2931 0.0829 -0.0645 -0.0357 0.000
H 3.6591 3.6213 0.8983 -0.0055 0.0117 -0.0235 0.000
H 4.3227 3.2396 -0.6960 0.0049 0.0040 0.0490 0.000
H 5.3863 3.8293 0.5902 -0.0516 -0.0302 -0.0014 0.000
H 4.4586 2.3435 2.9090 0.0012 -0.0360 0.0330 0.000
H 6.1491 2.0995 2.4837 -0.0653 -0.0030 -0.0123 0.000
H 5.0983 0.6997 2.7234 0.0071 0.0410 -0.0059 0.000
H 2.3193 2.3673 2.4409 -0.0855 -0.1190 -0.1336 0.000
H -0.3598 5.4338 -0.4998 0.0276 -0.1298 0.0481 0.001
H 2.3090 4.5607 2.1116 0.0419 -0.0539 0.0088 0.000
H 0.4197 6.8284 1.3336 0.0732 -0.0200 -0.0125 0.000
H 1.9168 6.4375 0.4644 -0.0313 -0.0088 0.0699 0.000
H 1.9771 6.9700 2.1496 -0.0433 -0.0119 -0.0282 0.000
H -0.4955 5.2472 3.0962 0.0788 -0.0291 0.0266 0.000
H 1.0076 5.4510 4.0175 -0.0319 -0.0420 -0.0581 0.000
H 0.4454 3.8293 3.5759 -0.0213 0.0080 0.0001 0.000
H -1.5067 1.9732 -2.1659 -0.0166 -0.1309 0.0042 0.000
H -0.5814 4.7298 -3.0931 -0.0083 -0.0745 -0.0244 0.000
H -1.3486 3.5128 -4.1227 0.0370 0.0092 0.0640 0.000
H 0.2429 3.1972 -3.4090 -0.0396 0.0321 0.0076 0.000
H -2.7501 4.7388 -1.7402 -0.0043 -0.0534 0.0101 0.000
H -3.2571 3.3053 -0.8573 0.0112 -0.0015 -0.0672 0.000
H -3.4686 3.3915 -2.6271 0.0709 0.0362 0.0862 0.000
H -0.2509 -1.0286 5.2488 0.0263 0.0690 -0.1160 0.000
H 1.6056 0.4630 5.9238 0.0488 -0.1421 0.0663 0.000
H -0.0122 2.9681 5.3270 -0.0006 -0.0045 0.0013 0.000
H 0.7064 2.5179 6.8734 -0.0184 -0.0306 -0.0713 0.000
H -0.5838 1.5305 6.1709 0.0226 0.0195 0.0082 0.000
H 2.5152 2.9602 4.4514 0.0061 -0.0439 0.0130 0.000
H 3.4144 1.4320 4.5440 0.0216 0.0278 -0.0289 0.000
H 3.0471 2.3381 6.0098 -0.0252 -0.0128 -0.0512 0.000
H -1.4524 -2.7308 3.6811 -0.0446 -0.0467 0.0784 0.000
H -3.1429 -0.7550 2.0827 0.0108 -0.0855 0.1087 -0.001
H -3.2112 -1.0042 3.8272 0.0004 0.0002 -0.0289 0.000
H -3.7438 -2.2953 2.7381 0.0735 0.0667 0.0057 0.000
H -1.6135 -2.3242 0.6617 0.0225 -0.0509 0.0574 0.003
H -1.9529 -3.7796 1.5857 0.0119 0.0403 -0.0157 0.000
H -0.2936 -3.1799 1.4809 -0.0646 0.0154 0.0061 0.000
N -2.2981 -0.1359 -0.5351 0.1190 0.1614 0.1313 0.164
C -3.3947 0.1740 -0.4561 -1.1093 0.1886 -0.1415 0.052
C -4.7596 0.5697 -0.3748 0.0086 0.0043 0.0910 0.333
C -5.5896 0.4738 -1.5119 -0.0301 -0.0096 -0.1263 0.026
N -6.2642 0.4062 -2.4504 0.2548 0.0106 0.3373 0.214
C -5.2479 1.0739 0.8531 0.0715 0.0010 0.0333 0.026
N -5.6217 1.4855 1.8682 0.1149 -0.1354 -0.3339 0.211

=====

# 2
92
Properties=species:S:1:pos:R:3:forces:R:3:lowdin_spin:R:1 method="wB97M-V/def2-TZVPD" homo_ev="-16.8 / -17.2" largest_force_ev_per_a=1.4 spin_multiplicity=3 energy_ev=-83921.7500 charge=+3 s2=2.028
Mo -2.6748 -0.1666 -2.1598 -0.1556 -0.6760 -0.9366 1.088
C -1.3531 4.6425 -0.2820 0.1120 -0.2142 0.0594 0.001
C -1.0047 3.3113 0.3365 -0.0845 0.6745 -0.0924 0.003
C -0.5463 3.1645 1.6138 0.0316 0.1306 0.3154 0.002
C -0.2203 1.8946 2.1619 0.1418 0.1706 0.3305 0.012
N -0.3491 0.8019 1.4496 -0.1606 0.1733 -0.2267 0.001
N -0.7921 0.9648 0.2034 -0.2805 -0.3357 -0.3340 0.048
B -0.7267 -0.2240 -0.7373 1.3423 -0.0482 0.1396 0.160
N -0.5654 -1.5983 -0.0840 -0.0757 0.3543 -0.0704 0.029
N 0.6669 -1.7990 0.3779 -0.3339 -0.2609 -0.1118 0.005
C 0.9333 -2.9849 0.8747 0.2361 -0.1120 0.1922 0.008
C -0.0624 -3.9918 0.8963 0.2257 -0.1146 0.1306 -0.002
C -1.3280 -3.7673 0.4261 -0.3124 -0.6056 0.0891 0.005
C -2.4064 -4.8241 0.4129 0.1809 0.2007 -0.0160 0.001
C -1.5465 -2.4865 -0.0913 -0.3175 0.0863 0.0385 0.015
S -3.1093 -1.9795 -0.6877 0.4013 0.4126 -0.0480 0.127
C 2.3595 -3.1690 1.3830 -0.0452 0.0013 -0.0508 0.001
C 2.5512 -4.5453 2.0220 0.0283 -0.0434 0.0663 0.000
C 3.3083 -3.0156 0.1800 -0.0176 -0.0333 -0.1003 0.001
C 2.6639 -2.0612 2.4103 -0.0260 -0.1556 -0.0549 0.000
N 0.5315 -0.0656 -1.6577 -0.5393 0.3305 -0.0266 0.044
N 1.5240 0.6515 -1.1499 0.1814 0.0089 -0.1833 0.006
C 2.6365 0.7304 -1.8540 0.0911 0.0384 0.2120 0.017
C 2.7694 0.0215 -3.0721 0.4449 0.1404 0.0935 -0.005
C 1.7323 -0.6812 -3.6052 -0.0765 -0.3801 -0.5723 0.010
C 1.8251 -1.4141 -4.9210 -0.0830 0.0491 0.2205 0.002
C 0.5431 -0.6526 -2.8503 -0.1415 -0.0181 -0.0186 0.019
S -0.9617 -1.3032 -3.4375 -0.0250 0.2879 0.3765 0.225
C 3.7771 1.5732 -1.3093 -0.0835 -0.0552 -0.0626 0.002
C 4.2784 2.4869 -2.4453 0.0619 0.0542 -0.0354 0.001
C 3.3254 2.4210 -0.1184 -0.1462 0.0615 -0.0549 0.000
C 4.9029 0.6237 -0.8624 0.0485 -0.1094 -0.0213 0.001
C -1.1350 2.1150 -0.3711 -0.0203 -0.0947 -0.2293 0.019
S -1.7096 2.0484 -2.0260 0.1216 -0.4475 0.2707 0.083
C 0.2769 1.7682 3.5920 -0.1271 0.0525 -0.0073 0.001
C 1.3767 2.8149 3.8444 0.0418 0.0416 -0.0264 0.000
C 0.8392 0.3706 3.8546 0.0769 0.0250 -0.0529 0.000
C -0.9253 2.0392 4.5190 -0.0475 0.0076 0.0070 0.002
H -1.4243 5.4167 0.4783 0.0128 -0.0251 0.0217 0.000
H -2.2991 4.5971 -0.8252 0.0241 -0.0412 0.0594 0.001
H -0.5843 4.9483 -0.9988 -0.0332 -0.0774 0.0556 0.000
H -0.4440 4.0456 2.2380 0.0367 -0.0856 -0.0095 0.000
H 0.1838 -4.9700 1.2847 0.0448 -0.0059 0.0388 0.000
H -2.0891 -5.7103 0.9591 0.0355 0.0529 -0.0218 0.000
H -2.6361 -5.1206 -0.6143 0.0288 0.0388 0.0374 0.000
H -3.3325 -4.4617 0.8644 0.0681 0.0467 0.0024 0.000
H 2.4312 -5.3666 1.3056 -0.0058 0.1453 0.0726 0.000
H 1.8728 -4.7080 2.8675 0.0912 0.0348 -0.1018 0.000
H 3.5692 -4.6061 2.4090 -0.0534 -0.0426 -0.0055 0.000
H 3.1272 -3.7889 -0.5763 0.0224 0.1095 0.1054 0.000
H 4.3416 -3.1170 0.5202 -0.0784 0.0022 -0.0311 0.000
H 3.1948 -2.0294 -0.2853 0.0097 -0.1360 0.0736 0.000
H 1.9964 -2.1234 3.2761 0.0987 -0.0298 -0.1221 0.000
H 2.5588 -1.0688 1.9620 0.0507 -0.2208 -0.0392 0.000
H 3.6903 -2.1748 2.7662 -0.0727 -0.0071 -0.0299 0.000
H 3.7169 0.0543 -3.6018 -0.1144 0.0373 0.0662 0.000
H 2.8098 -1.2874 -5.3680 -0.0434 0.0195 0.0728 0.000
H 1.0791 -1.0496 -5.6302 0.0089 0.0217 0.0454 0.001
H 1.6473 -2.4849 -4.7821 0.0008 0.0996 0.0212 0.000
H 3.4550 3.0248 -2.9311 0.1231 -0.0652 0.0979 0.000
H 4.8341 1.9332 -3.2111 -0.1153 0.1025 0.1343 0.000
H 4.9610 3.2305 -2.0267 -0.0411 -0.0881 -0.0661 0.000
H 2.5507 3.1403 -0.4141 0.1089 -0.0973 0.0546 0.000
H 4.1826 2.9830 0.2556 -0.0591 -0.0202 -0.0087 0.000
H 2.9330 1.8050 0.6966 0.0561 0.0335 -0.0927 0.000
H 5.1951 -0.0701 -1.6595 -0.0150 0.1024 0.1087 0.000
H 4.6034 0.0377 0.0140 0.0302 0.0798 -0.1201 0.000
H 5.7863 1.2096 -0.5963 -0.0899 -0.0527 -0.0123 0.000
H 2.1709 2.7594 3.0914 -0.0877 -0.0130 0.0925 0.000
H 1.8279 2.6211 4.8185 -0.0214 0.0311 -0.0412 0.000
H 0.9915 3.8387 3.8714 0.0312 -0.1252 -0.0237 0.000
H 1.6999 0.1628 3.2074 -0.2938 0.1867 0.2343 0.000
H 0.0919 -0.4128 3.6915 0.0889 0.1195 0.0232 0.000
H 1.1747 0.3163 4.8935 -0.0486 -0.0109 -0.1040 0.000
H -1.3545 3.0355 4.3579 0.0756 -0.1424 0.0118 0.000
H -0.5964 1.9882 5.5596 -0.0312 0.0067 -0.0841 0.000
H -1.7133 1.2910 4.3751 0.1114 0.0943 0.0206 0.000
C -6.5353 1.2716 -0.2489 -0.0479 -0.0582 -0.0575 0.003
C -5.4164 0.7552 -1.0854 -0.5469 -0.1999 -0.5379 0.021
N -4.1719 0.7842 -0.7701 -0.0681 0.0001 0.1139 0.002
O -3.8095 1.2750 0.4367 0.3910 0.0998 0.1250 -0.001
C -5.6417 0.0859 -2.4243 0.0673 0.1306 0.1968 0.037
C -6.9069 -0.0198 -3.1829 -0.1139 -0.0233 0.1074 0.006
N -4.5041 -0.3555 -2.7855 0.1993 -0.4006 -0.6342 -0.015
O -3.7923 -0.9029 -3.7562 -0.4102 0.6602 0.8062 0.001
H -6.2558 2.1570 0.3276 -0.0230 -0.0120 -0.0692 0.000
H -6.8818 0.4944 0.4411 0.0113 0.0276 -0.0090 0.002
H -7.3823 1.5500 -0.8755 0.0364 -0.0264 0.0261 0.000
H -4.6102 1.4402 0.9528 -0.1178 0.0832 0.2497 0.000
H -7.5919 -0.7099 -2.6807 0.0159 0.0559 -0.0036 0.003
H -6.7184 -0.3842 -4.1880 0.0200 -0.0350 -0.0533 0.000
H -7.3901 0.9556 -3.2395 -0.0360 0.0221 -0.0063 0.001